Density functional theory data (wB97M-V/def2-TZVPD) for a cluster of 8 separate species, C28H40Br8O in total.

Computed properties:
**Frontier orbital gap**: 9.5111 eV
**Energy**: -592070.198 eV
**SMILES**: c1ccccc1.c1ccccc1.c1ccccc1.BrCCBr.BrCCBr.BrCCBr.BrCCBr.CCO
**Relative energy (zero: lowest compared OMol25 entry of this formula, charge and spin)**: 106.5 kJ/mol

XYZ file:
```
77
C28H40Br8O, DFT wB97M-V/def2-TZVPD
Br -3.10 7.68 0.85
Br 6.15 1.89 -1.07
Br -3.53 3.92 -3.28
Br -4.48 -1.39 3.95
Br 4.85 -1.67 -4.01
Br 1.53 6.86 0.45
Br -3.50 3.09 5.39
Br -7.81 2.12 -2.55
O 0.53 0.89 0.13
C 3.43 -7.06 3.00
C 0.55 -0.52 0.10
C 3.26 2.50 5.09
C -4.88 -0.12 -7.45
C 3.97 0.24 4.92
C -2.95 -0.94 -6.23
C 4.20 1.59 4.67
C -6.38 3.13 -3.44
C -4.32 0.20 5.12
C -0.43 6.60 0.81
C 4.41 -8.01 2.85
C 1.92 0.76 6.06
C -5.10 2.84 -2.63
C 2.13 2.08 5.77
C -5.59 -1.20 -6.98
C 3.29 -6.14 1.99
C 2.76 -0.14 5.52
C 0.12 -0.96 -1.33
C -3.55 0.03 -7.06
C 4.92 -7.27 0.62
C 5.19 -8.16 1.68
C -1.15 7.96 0.63
C -4.98 -2.20 -6.30
C 5.79 -0.60 -2.58
C 5.39 0.89 -2.67
C 4.02 -6.22 0.80
C -3.68 -2.06 -5.90
C -3.66 1.39 4.35
H 5.90 -8.96 1.53
H 0.43 -2.01 -1.40
H -6.58 -1.44 -7.34
H -5.38 0.62 -8.07
H -4.86 1.79 -2.77
H 2.48 -1.19 5.59
H -0.78 8.73 1.31
H 1.01 1.20 0.90
H 5.69 1.36 -3.61
H 4.63 -8.69 3.66
H -0.95 8.31 -0.38
H -0.80 5.80 0.17
H 3.40 3.55 4.90
H 4.32 1.07 -2.68
H 1.44 2.86 6.05
H 2.48 -5.44 2.13
H -5.56 -3.07 -6.06
H 1.04 0.46 6.62
H -5.34 2.97 -1.57
H -3.19 -2.91 -5.46
H 6.85 -0.84 -2.60
H -3.00 0.93 -7.33
H 3.82 -5.59 -0.06
H 4.54 -0.58 4.53
H -5.28 0.44 5.57
H -0.96 -0.84 -1.45
H 0.61 -0.65 -2.25
H -6.32 2.81 -4.48
H 5.55 -0.99 -1.59
H 5.57 -7.31 -0.25
H -6.61 4.19 -3.35
H 0.06 -1.03 0.92
H 1.57 -0.84 0.28
H -4.24 1.61 3.45
H 2.79 -6.95 3.87
H -3.67 0.01 5.98
H -1.90 -0.88 -6.00
H -2.67 1.20 3.95
H 5.07 1.95 4.14
H -0.46 6.34 1.87
```

***

Density functional theory data (wB97M-V/def2-TZVPD) for a cluster of 6 separate species, C28H40F5NO18 in total.

Computed properties:
**Frontier orbital gap**: 9.7365 eV
**Energy**: -81617.373 eV
**SMILES**: COCCCCC[C@]1(CCCO)CCC(=O)N1.O=C1OC[C@@H](F)O1.O=C1OC[C@@H](F)O1.O=C1OC[C@@H](F)O1.O=C1OC[C@@H](F)O1.O=C1OC[C@@H](F)O1

XYZ file:
```
92
C28H40F5NO18, DFT wB97M-V/def2-TZVPD
F -0.50 4.56 1.99
F 6.63 4.01 5.70
F 6.02 -5.52 0.25
F -5.18 0.68 -4.51
F -4.97 -3.30 -4.08
O 5.23 2.27 6.08
O -2.45 2.56 0.76
O 0.82 4.96 3.77
O 6.74 -2.94 -1.92
O 3.33 3.13 5.26
O -4.13 -4.52 -8.27
O -1.90 -1.59 -3.10
O -3.06 -3.04 -6.94
O -8.09 0.10 -2.77
O 2.14 6.14 5.19
O 5.46 -1.30 -1.04
O -5.95 0.64 -2.38
O 5.37 -3.40 -0.20
O 0.72 7.20 3.80
O 1.81 1.85 1.40
O -7.44 0.66 -0.68
O 3.29 1.16 6.34
O -4.75 -4.27 -6.11
N -0.87 -1.18 -1.13
C -1.17 -3.13 0.03
C -2.81 0.14 0.64
C -4.06 -3.72 -5.00
C 1.67 1.93 2.81
C 3.89 2.10 5.94
C -1.91 1.33 0.30
C 4.35 4.12 5.07
C 1.68 -1.96 0.46
C 2.28 -1.12 -0.68
C 7.01 -4.29 -1.53
C 1.31 6.10 4.34
C -3.31 -2.56 -5.61
C -3.99 -3.99 -7.22
C -1.63 -1.88 -1.98
C -2.05 -3.15 -1.20
C 5.82 -2.43 -1.05
C -7.19 0.48 -1.83
C 2.71 0.83 0.97
C -0.37 5.33 3.08
C 5.61 3.30 5.17
C -5.99 0.01 -3.65
C 5.76 -4.65 -0.76
C -0.11 6.77 2.72
C -7.44 0.14 -4.04
C -2.10 -1.13 1.11
C 2.31 0.40 -0.44
C -0.89 -1.61 0.23
C 0.39 -1.42 1.07
H 7.17 -4.92 -2.39
H 5.93 2.84 4.23
H -3.92 -1.66 -5.66
H -7.78 -0.67 -4.68
H -3.43 -4.48 -4.55
H -3.41 2.47 0.67
H -1.02 7.36 2.67
H -5.63 -1.02 -3.56
H 2.42 -2.07 1.24
H 1.82 2.97 3.09
H 3.26 -1.49 -0.92
H 4.95 -5.04 -1.37
H -1.87 -3.96 -1.89
H 0.45 -0.38 1.36
H 1.53 -2.96 0.07
H 4.24 4.61 4.10
H -1.23 5.17 3.74
H 3.70 1.30 0.92
H 0.43 6.86 1.78
H 2.33 1.28 3.37
H 0.64 1.70 3.09
H -1.83 1.41 -0.78
H 2.78 0.02 1.68
H -7.65 1.09 -4.53
H -0.61 -0.23 -1.36
H -3.43 0.48 1.47
H -0.31 -3.72 -0.26
H 1.38 0.86 -0.75
H 3.05 0.80 -1.12
H 1.68 -1.28 -1.57
H 7.89 -4.31 -0.89
H 0.22 -1.98 1.98
H -1.74 -0.98 2.12
H -3.51 -0.08 -0.16
H -1.56 -3.61 0.92
H -2.39 -2.34 -5.09
H -3.11 -2.98 -1.01
H -2.85 -1.91 1.14
H 4.28 4.87 5.85
H -0.90 1.21 0.66
```

***

Q: frontier orbital gap of number 1 (C28H40Br8O)?
A: 9.5111 eV